Computed, not measured: an isolated molecule of C4H6N6O in a non-equilibrium geometry, with ωB97M-V with the def2-TZVPD basis set.

Structure (ORCA input):
```
! wB97M-V def2-TZVPD RIJCOSX def2/J DEFGRID3
* xyz 0 1
O 2.705 -2.116 1.977
N 0.182 0.864 1.660
N 3.130 -3.733 0.553
N -0.325 1.323 0.557
N 1.039 -1.029 0.678
N 2.180 -2.961 -0.005
N 0.856 -0.217 1.681
C 1.930 -2.001 0.841
C -1.108 0.775 -0.271
C 3.420 -3.228 1.697
C -1.524 1.490 -1.496
H -2.606 1.475 -1.603
H 1.361 -0.360 2.569
H -1.527 -0.221 -0.102
H -1.100 0.971 -2.357
H -1.158 2.513 -1.481
H 4.124 -3.582 2.417
*
```

Output
Orbital gap (alpha / beta): 7.657 / 7.659 eV
Energy above the lowest of the compared OMol25 structures with the same formula, charge and spin: 5.4536 eV
LUMO (alpha / beta): -0.01622 / -0.01615 Ha
Calculated total energy: -15228.728 eV